{"formula": "C3H5ClO", "method": "ωB97M-V with the def2-TZVPD basis set", "homo_lumo_gap_ev": 10.38, "smiles": "O[C@@H]1C[C@H]1Cl", "homo_energy_ev": -9.649, "species": ["O", "C", "C", "C", "Cl", "H", "H", "H", "H", "H"], "positions_angstrom": [[1.429, -0.826, 0.190], [0.301, -0.367, -0.404], [0.019, 0.976, -0.014], [-0.800, -0.183, 0.561], [-2.467, -0.440, -0.034], [1.998, -1.400, -0.374], [-0.032, -0.701, -1.354], [-0.352, 1.697, -0.805], [0.560, 1.603, 0.595], [-0.655, -0.359, 1.638]], "forces_ev_per_angstrom": [[2.93, -2.20, -0.17], [0.14, -0.72, 0.77], [-3.27, 2.41, -2.56], [-0.87, 1.22, 0.12], [0.49, 0.07, 0.37], [-0.94, 0.68, 0.51], [0.22, -0.36, -0.90], [-0.36, -1.30, 0.83], [1.77, 0.39, 1.83], [-0.12, -0.18, -0.81]]}



{"formula": "C6H5Cl2NO2", "method": "ωB97M-V with the def2-TZVPD basis set", "homo_lumo_gap_ev": 8.47, "smiles": "O=[N+]([O-])\\C(Cl)=C/C=C\\C=C\\Cl", "homo_energy_ev": -9.480, "species": ["O", "N", "O", "C", "Cl", "C", "C", "C", "C", "C", "Cl", "H", "H", "H", "H", "H"], "positions_angstrom": [[1.137, 1.171, -2.188], [0.614, 0.157, -2.670], [1.028, -0.255, -3.736], [-0.498, -0.512, -2.013], [-1.017, -1.871, -2.855], [-1.320, 0.078, -1.116], [-0.662, 0.947, -0.226], [0.148, 0.386, 0.691], [0.733, -0.869, 0.430], [1.548, -1.269, -0.587], [1.767, -3.060, -0.727], [-2.330, -0.124, -0.873], [-1.269, 1.820, 0.022], [0.398, 0.824, 1.624], [0.426, -1.660, 1.103], [2.205, -0.730, -1.201]], "forces_ev_per_angstrom": [[-1.19, -0.69, 0.61], [2.23, 2.14, -0.72], [-0.88, -0.94, 0.22], [-2.51, -0.04, -0.50], [-0.32, -1.05, -0.65], [2.70, 0.12, -1.99], [-1.36, 1.53, 2.45], [0.46, 1.19, -1.22], [2.06, -2.23, -0.92], [-1.36, -2.03, 2.78], [0.17, 1.36, -0.01], [-0.83, -0.69, -0.41], [0.60, 0.21, 0.29], [-0.16, 0.66, 0.73], [0.01, -0.24, 0.11], [0.39, 0.70, -0.76]]}



{"formula": "C37H46BMnN9S3", "method": "ωB97M-V with the def2-TZVPD basis set", "charge": 2, "homo_lumo_gap_ev": [6.27, 7.28], "homo_energy_ev": [-13.805, -13.812], "s_squared": 1.166, "spin_multiplicity": 2, "species": ["Mn", "C", "C", "C", "C", "N", "N", "B", "N", "N", "C", "C", "C", "C", "C", "S", "C", "C", "C", "C", "N", "N", "C", "C", "C", "C", "C", "S", "C", "C", "C", "C", "C", "S", "C", "C", "C", "C", "H", "H", "H", "H", "H", "H", "H", "H", "H", "H", "H", "H", "H", "H", "H", "H", "H", "H", "H", "H", "H", "H", "H", "H", "H", "H", "H", "H", "H", "H", "H", "H", "H", "H", "H", "H", "H", "H", "H", "N", "C", "C", "C", "C", "C", "C", "C", "N", "C", "C", "N", "C", "H", "H", "H", "H", "H", "H", "H"], "positions_angstrom": [[-0.189, -0.261, -0.204], [4.418, -1.864, 1.264], [3.120, -1.946, 1.995], [2.852, -2.828, 3.003], [1.573, -2.880, 3.624], [0.634, -2.024, 3.315], [0.910, -1.134, 2.356], [-0.096, -0.024, 2.071], [0.400, 1.400, 2.309], [1.045, 1.515, 3.488], [1.471, 2.695, 3.837], [1.223, 3.829, 3.013], [0.617, 3.702, 1.801], [0.381, 4.850, 0.876], [0.236, 2.380, 1.415], [-0.398, 2.038, -0.142], [2.223, 2.828, 5.147], [1.411, 3.730, 6.086], [2.427, 1.460, 5.796], [3.592, 3.464, 4.864], [-1.490, -0.257, 2.639], [-1.499, -0.067, 3.977], [-2.639, -0.157, 4.597], [-3.836, -0.464, 3.885], [-3.837, -0.612, 2.535], [-5.064, -0.882, 1.728], [-2.573, -0.464, 1.884], [-2.432, -0.479, 0.186], [-2.669, 0.078, 6.094], [-3.671, 1.202, 6.399], [-1.286, 0.482, 6.601], [-3.119, -1.219, 6.780], [2.041, -1.108, 1.628], [1.997, 0.002, 0.308], [1.266, -3.930, 4.671], [-0.176, -3.807, 5.155], [2.221, -3.730, 5.857], [1.479, -5.319, 4.050], [5.148, -2.549, 1.690], [4.822, -0.852, 1.309], [4.278, -2.108, 0.210], [3.617, -3.524, 3.322], [1.546, 4.806, 3.348], [0.744, 5.777, 1.314], [-0.683, 4.955, 0.657], [0.889, 4.684, -0.075], [0.427, 3.305, 6.290], [1.273, 4.732, 5.676], [1.936, 3.834, 7.035], [1.476, 0.966, 6.004], [2.964, 1.591, 6.736], [3.017, 0.802, 5.156], [3.507, 4.465, 4.439], [4.178, 2.849, 4.179], [4.148, 3.554, 5.797], [-4.763, -0.564, 4.435], [-5.936, -0.967, 2.371], [-4.956, -1.803, 1.153], [-5.234, -0.077, 1.011], [-3.399, 2.125, 5.886], [-3.669, 1.401, 7.471], [-4.692, 0.941, 6.122], [-0.950, 1.406, 6.128], [-0.539, -0.286, 6.398], [-1.333, 0.645, 7.677], [-4.118, -1.524, 6.465], [-3.149, -1.067, 7.859], [-2.427, -2.037, 6.572], [-0.359, -2.834, 5.613], [-0.370, -4.581, 5.897], [-0.887, -3.933, 4.336], [2.111, -2.733, 6.287], [3.265, -3.872, 5.576], [1.991, -4.460, 6.633], [0.814, -5.477, 3.195], [1.254, -6.084, 4.793], [2.507, -5.477, 3.723], [-1.996, -10.334, 2.796], [-1.677, -9.349, 2.302], [-1.284, -8.106, 1.699], [-1.858, -6.915, 2.136], [-1.474, -5.712, 1.572], [-0.514, -5.699, 0.567], [0.055, -6.883, 0.120], [-0.330, -8.085, 0.687], [-0.091, -4.449, 0.002], [0.914, -4.253, -0.923], [0.991, -2.917, -1.136], [0.049, -2.283, -0.350], [-0.588, -3.237, 0.304], [-2.604, -6.934, 2.918], [-1.931, -4.802, 1.934], [0.792, -6.892, -0.668], [0.110, -9.011, 0.343], [1.482, -5.058, -1.349], [1.659, -2.376, -1.784], [-1.391, -3.073, 0.998]], "forces_ev_per_angstrom": [[0.06, 0.06, 0.23], [0.04, -0.02, 0.00], [-0.15, 0.04, 0.02], [-0.03, 0.02, -0.02], [0.07, -0.01, -0.03], [0.03, 0.06, -0.10], [0.22, 0.01, -0.08], [-0.08, 0.12, -0.45], [0.17, -0.12, 0.28], [-0.02, 0.02, -0.09], [-0.03, 0.06, -0.01], [-0.02, -0.04, -0.02], [0.00, -0.07, -0.01], [0.00, 0.01, -0.01], [0.03, 0.17, 0.04], [-0.08, -0.10, 0.07], [0.05, -0.03, -0.01], [0.00, 0.01, 0.01], [-0.04, -0.03, 0.02], [0.00, -0.01, 0.02], [-0.16, 0.12, 0.02], [-0.05, -0.02, -0.09], [-0.08, -0.02, -0.03], [0.04, -0.04, -0.01], [0.09, 0.01, -0.03], [-0.02, 0.00, 0.02], [0.11, 0.08, 0.14], [-0.17, -0.23, 0.02], [0.04, 0.01, 0.02], [0.02, 0.01, 0.01], [-0.03, 0.02, 0.02], [-0.01, 0.00, 0.02], [-0.23, 0.00, 0.17], [0.16, -0.08, 0.04], [-0.01, -0.02, 0.01], [-0.03, 0.02, 0.05], [-0.01, -0.02, 0.01], [-0.02, -0.02, -0.02], [0.01, 0.00, -0.01], [0.00, 0.01, 0.00], [0.00, 0.00, -0.01], [0.01, 0.00, -0.01], [0.01, 0.01, 0.00], [0.00, 0.01, 0.00], [0.00, 0.00, 0.00], [0.01, 0.01, 0.00], [0.00, 0.00, 0.01], [0.00, 0.01, -0.01], [0.01, 0.00, 0.00], [0.06, 0.04, -0.01], [0.00, 0.00, 0.01], [0.00, 0.00, 0.00], [-0.01, 0.01, -0.01], [0.00, 0.00, 0.00], [0.00, 0.00, 0.01], [-0.01, 0.02, 0.00], [-0.01, -0.01, -0.01], [0.00, 0.00, 0.00], [0.00, 0.01, 0.00], [0.00, 0.01, -0.01], [0.00, 0.00, 0.01], [0.00, -0.01, -0.02], [-0.01, -0.03, 0.00], [-0.01, -0.03, -0.01], [0.00, 0.00, 0.01], [-0.01, -0.01, 0.00], [0.00, 0.00, 0.01], [0.01, -0.01, 0.00], [0.00, -0.01, -0.01], [0.00, 0.00, 0.00], [0.00, -0.01, -0.01], [0.00, 0.01, 0.00], [0.01, 0.01, -0.01], [0.00, -0.01, 0.00], [0.03, 0.01, 0.04], [0.00, -0.01, 0.01], [0.02, 0.01, 0.00], [0.01, -0.02, 0.01], [-0.03, -0.03, 0.01], [0.00, 0.04, 0.01], [0.01, 0.02, -0.03], [0.01, -0.04, 0.00], [0.01, -0.02, 0.02], [-0.04, 0.02, 0.03], [0.00, 0.02, 0.00], [-0.01, 0.06, -0.01], [0.04, -0.01, -0.04], [0.09, -0.09, 0.10], [-0.05, 0.00, -0.25], [0.00, 0.04, 0.07], [0.00, 0.00, 0.00], [0.00, -0.01, -0.01], [0.01, 0.00, -0.01], [0.00, 0.00, 0.00], [0.00, 0.00, -0.03], [-0.02, 0.00, -0.02], [-0.03, 0.03, -0.02]]}



Taking the records one at a time from the top gives ΔE to the lowest compared entry with this formula, charge and spin values of 152.13, 488.13, 0.00 kJ/mol.